No. 1
The following is a quantum chemistry calculation of C21H46NO2P3W as an isolated structure at a distorted geometry, from the OMol25 dataset.

Its net charge is +4. The energy above the lowest of the compared OMol25 structures with the same formula, charge and spin is 3.1895 eV. As for the strongest force on any atom: 0.09033 Eh/bohr. The calculation puts the HOMO-LUMO gap (alpha / beta) at 2.47 / 2.48 eV. The spin multiplicity is 3.

Geometry (Å):
W 0.867 -0.142 -0.450
P 2.172 0.729 1.343
P -0.506 1.693 -0.905
P 2.654 -0.780 -1.808
H -1.439 -0.884 1.371
C -0.927 -1.377 0.544
C 0.296 -2.095 0.747
H 0.753 -2.162 1.728
C 1.106 0.844 2.819
C 2.809 2.441 1.082
C 3.657 -0.194 1.938
C -2.189 1.111 -1.251
C -0.832 2.770 0.531
C 0.038 2.853 -2.200
C 3.553 -2.160 -1.070
C 3.948 0.479 -2.068
C 2.407 -1.385 -3.499
H -1.536 -1.700 -0.302
H 0.567 -2.853 0.015
H 1.174 -0.069 3.424
H 0.053 0.972 2.543
H 1.382 1.691 3.463
H 1.996 3.124 0.817
H 3.531 2.446 0.256
H 3.315 2.852 1.970
H 3.362 -1.216 2.204
H 4.141 0.249 2.824
H 4.415 -0.253 1.148
H -2.696 1.841 -1.900
H -2.752 0.995 -0.311
H -2.158 0.125 -1.738
H -1.425 3.616 0.164
H 0.079 3.153 0.996
H -1.411 2.233 1.293
H -0.763 3.557 -2.449
H 0.328 2.316 -3.111
H 0.914 3.422 -1.858
H 4.355 -2.410 -1.775
H 2.896 -3.027 -0.943
H 3.992 -1.915 -0.098
H 4.637 0.062 -2.814
H 4.502 0.705 -1.152
H 3.524 1.406 -2.462
H 3.386 -1.446 -3.991
H 1.759 -0.701 -4.051
H 1.922 -2.365 -3.480
C -1.437 -2.106 -3.532
C -2.330 -1.115 -4.121
C -2.998 -1.423 -5.281
C -2.580 -2.508 -6.071
C -1.421 -3.236 -5.709
C -0.762 -2.940 -4.524
O -1.379 -2.326 -2.275
H 1.367 0.583 -2.002
H -2.502 -0.175 -3.614
H -3.864 -0.823 -5.584
H -3.197 -2.860 -6.904
H -1.029 -4.054 -6.339
H 0.199 -3.381 -4.243
C -2.846 0.597 6.269
N -2.917 0.922 4.854
C -3.514 2.163 4.446
C -2.357 0.157 3.882
C -1.721 -1.146 4.311
O -2.383 0.553 2.702
H -3.391 1.375 6.815
H -1.800 0.559 6.634
H -3.303 -0.388 6.483
H -2.774 2.817 3.989
H -4.285 1.981 3.702
H -3.936 2.630 5.326
H -1.389 -1.708 3.425
H -0.852 -0.949 4.961
H -2.453 -1.753 4.867

---

No. 2
The following is a quantum chemistry calculation of a single C8H10 molecule at a distorted geometry, from the OMol25 dataset.

The energy above the lowest of the compared OMol25 structures with the same formula, charge and spin is 2.9263 eV. As for the strongest force on any atom: 0.15059 Eh/bohr. The calculation puts the HOMO-LUMO gap (alpha / beta) at 7.40 / 7.46 eV. The spin multiplicity is 3.

Geometry (Å):
C 2.125 0.589 0.148
C 1.239 1.305 0.612
C 2.220 -0.707 -0.437
C 0.766 -1.185 -0.221
C -0.169 1.062 0.594
C -0.265 -0.492 0.301
C -0.810 1.789 -0.610
C -1.598 -1.191 0.490
H 2.672 -0.793 -1.482
H 2.830 -1.280 0.202
H 0.381 -2.243 -0.410
H -0.773 1.195 1.438
H -0.329 1.600 -1.491
H -0.734 2.827 -0.409
H -1.857 1.393 -0.602
H -1.346 -1.690 1.427
H -1.928 -1.786 -0.332
H -2.425 -0.392 0.782

---

No. 3
The following is a quantum chemistry calculation of a single C3H5ClS molecule at a distorted geometry, from the OMol25 dataset.

The energy above the lowest of the compared OMol25 structures with the same formula, charge and spin is 3.0661 eV. As for the strongest force on any atom: 0.19078 Eh/bohr. Its SMILES is SC/C=C/Cl. The calculation puts the HOMO-LUMO gap at 9.46 eV.

Geometry (Å):
C 0.136 -0.682 -0.911
C -0.358 0.447 0.240
C 0.425 1.421 0.792
H -0.316 -2.410 0.792
H 0.107 0.039 -1.956
H 1.346 -0.981 -0.959
H -1.546 0.453 0.396
H 1.413 1.267 0.564
S -0.962 -2.078 -0.544
Cl -0.246 2.524 1.587

---

No. 4
The following is a quantum chemistry calculation of C24H26N4SiTa as an isolated structure at a distorted geometry, from the OMol25 dataset.

Its net charge is +3. The energy above the lowest of the compared OMol25 structures with the same formula, charge and spin is 0.0000 eV. As for the strongest force on any atom: 0.14001 Eh/bohr. The calculation puts the HOMO-LUMO gap (alpha / beta) at 4.75 / 4.83 eV.

Geometry (Å):
C -0.309 -0.652 3.269
C -1.373 -1.059 2.411
C -0.863 -2.082 1.541
H -2.400 -0.711 2.473
C 0.526 -2.281 1.845
C 0.856 -1.400 2.914
H 1.833 -1.409 3.438
H -0.405 0.042 4.112
H -1.459 -2.671 0.854
H 1.163 -3.042 1.373
Ta 0.267 -0.274 1.087
C -0.350 2.705 0.504
H -1.206 2.046 0.285
H -0.241 3.486 -0.259
H -0.271 3.016 1.551
Si -0.843 -0.126 -1.167
C -1.823 1.179 -2.094
C -3.206 1.228 -1.815
H -3.626 0.508 -1.103
C -4.043 2.151 -2.463
H -5.120 2.146 -2.237
C -3.495 3.052 -3.391
H -4.153 3.775 -3.883
C -2.118 3.022 -3.678
H -1.706 3.720 -4.418
C -1.284 2.091 -3.030
H -0.214 2.058 -3.270
C -0.927 -1.642 -2.165
C -1.679 -1.615 -3.357
H -1.944 -0.648 -3.812
C -2.150 -2.830 -3.871
H -2.817 -2.814 -4.744
C -1.746 -4.034 -3.264
H -2.129 -4.976 -3.650
C -0.827 -4.055 -2.196
H -0.463 -4.995 -1.765
C -0.346 -2.838 -1.688
H 0.430 -2.805 -0.902
H -1.595 -0.185 0.238
H 0.541 2.117 0.584
N 3.443 1.881 3.513
C 2.515 2.463 4.380
C 1.278 2.123 3.859
N 1.448 1.363 2.698
C 2.768 1.261 2.500
C 3.319 0.373 1.502
N 2.527 -0.410 0.724
C 3.387 -1.295 0.070
C 4.675 -1.050 0.469
N 4.593 -0.019 1.401
H 4.462 1.926 3.602
H 2.791 3.021 5.250
H 0.310 2.346 4.255
H 2.994 -2.030 -0.603
H 5.600 -1.517 0.187
H 5.403 0.371 1.936